Below is a 7-piece molecular cluster, C36H92N6O13 overall at a distorted geometry, with properties calculated with ωB97M-V with the def2-TZVPD basis set.

Results
* orbital gap: 8.86 eV
* structure (SMILES): COCCNCCOC.COCCNCCOC.COCCNCCOC.COCCNCCOC.COCCNCCOC.COCCNCCOC.O
* relative energy (zero: lowest compared OMol25 entry of this formula, charge and spin): 520.63 kJ/mol
* E_LUMO: 0.33 eV

Atoms and positions in Å:
O  -7.46126  0.55738  3.13150
O  -10.60773  -3.22102  0.32456
O  5.80316  1.68920  5.28336
O  5.54406  3.69607  -5.88134
O  -2.70849  9.63485  1.90185
O  -4.15347  6.83982  -2.79853
O  -3.17108  -7.80885  -6.65362
O  1.29234  -8.11315  7.87213
O  -2.39039  -1.85811  -4.49758
O  -0.82858  2.02915  0.00188
O  10.40629  2.24091  5.80752
O  6.26926  4.78678  -10.15579
O  -0.95561  -5.61024  4.28924
N  -9.31396  -2.04001  3.16594
N  7.81313  3.79750  -7.75006
N  -1.03558  -6.75290  7.14644
N  8.32327  0.48291  5.46786
N  -2.22078  7.06706  -0.72184
N  -2.09585  -5.20303  -6.12406
C  -2.06255  8.36677  -0.14305
C  -2.46561  8.39462  1.34584
C  -1.62085  10.46251  2.08026
C  -9.59929  -3.41908  2.64210
C  -4.35023  -8.17690  -5.94825
C  -1.97291  -6.25389  -5.13177
C  -5.10181  7.14954  -3.76333
C  0.33033  -7.87983  8.92214
C  -1.99828  -5.44302  5.16574
C  -0.49235  -6.65095  8.51740
C  -2.05038  -7.60864  -5.83385
C  -2.60532  -3.24064  -4.46548
C  -8.68573  0.27747  2.43397
C  10.73141  0.87599  5.49391
C  -8.95260  -1.20058  2.01659
C  8.19763  4.88636  -8.71821
C  7.65101  4.53188  -10.09161
C  -1.85167  -3.82348  -5.71650
C  10.76070  2.54839  7.12315
C  -6.32070  0.39426  2.41312
C  4.74884  2.18590  4.49975
C  -2.91653  7.38921  -3.12541
C  7.87250  4.18197  -6.36308
C  6.89586  3.33951  -5.49557
C  4.47324  2.89930  -5.36601
C  -0.15600  -4.44695  4.17873
C  5.90551  0.27951  5.46360
C  -9.86800  -4.18389  -0.36840
C  7.22505  -0.12664  6.17258
C  9.57201  0.00751  5.99843
C  -1.79409  6.95811  -2.09052
C  -10.79029  -3.47163  1.75021
C  2.01432  -9.34289  7.90678
C  -1.70733  -5.47690  6.68089
C  -3.31037  -1.17953  -5.32616
C  5.77912  4.86357  -11.48786
H  4.70157  1.83362  -5.38336
H  10.46802  1.82632  7.88542
H  -3.35603  7.77040  1.42064
H  -2.73150  9.07317  -0.63459
H  -3.65180  -3.54444  -4.43916
H  -9.76833  -4.06846  3.50106
H  -8.11158  -1.54825  1.41668
H  4.67118  1.66354  3.54622
H  -8.79396  -4.18997  -0.18266
H  -5.14645  -8.36461  -6.66860
H  -5.46453  0.67467  3.02666
H  -0.25630  -8.75211  9.21042
H  -1.04276  -4.63143  6.85876
H  5.81184  3.92198  -12.03598
H  -6.16803  1.14644  1.63916
H  8.50431  1.45800  5.65904
H  0.76301  -7.58304  9.87755
H  4.71227  5.06530  -11.39182
H  -9.51016  0.65004  3.04192
H  9.54531  -0.06885  7.08543
H  7.86941  3.52871  -10.45775
H  -8.73954  -3.85119  2.13004
H  1.40637  -10.19187  8.21939
H  -4.30570  -1.11199  -4.88699
H  7.10913  2.30740  -5.77371
H  -0.37853  -7.04838  6.43856
H  7.39660  -1.19963  6.25836
H  -1.02811  2.96470  0.03612
H  -4.13135  -9.10035  -5.41213
H  -2.56613  -5.23692  7.30776
H  -8.43366  -2.08232  3.65927
H  10.33090  3.50266  7.42768
H  -5.31699  8.19448  -3.98673
H  7.18813  0.17810  7.21846
H  -1.02220  -6.09200  -4.62376
H  -1.97419  -3.17738  -6.58578
H  -4.84845  6.80668  -4.76650
H  -3.07338  8.46521  -3.20106
H  8.90994  4.16552  -6.02907
H  -6.32233  -0.65044  2.10214
H  -0.85347  7.47244  -2.28750
H  -1.06118  8.74845  -0.34224
H  11.69281  0.57758  5.91195
H  10.88391  0.78069  4.41885
H  -2.50994  7.13451  -4.10414
H  -3.06953  -5.28427  -6.37988
H  8.20829  5.11299  -10.82635
H  -1.74640  7.81830  1.92785
H  -3.22855  7.00574  -0.74914
H  -9.74992  -1.21408  1.27349
H  -1.83083  -8.47935  -5.21598
H  -2.70256  -6.23551  4.91262
H  -0.77271  -3.80480  -5.56283
H  -8.69308  0.75417  1.45375
H  -2.98764  -0.14571  -5.44938
H  -11.57427  -2.78082  2.06047
H  4.17914  3.14264  -4.34503
H  11.84848  2.56257  7.05523
H  7.48605  5.18827  -6.20143
H  5.73984  -0.22517  4.51178
H  6.99833  3.57789  -4.43689
H  -0.74689  -3.71277  3.63107
H  -1.38672  -6.68877  9.13930
H  8.00467  5.87209  -8.29488
H  9.57811  -1.02893  5.66099
H  -1.50470  5.95626  -2.40781
H  0.72077  -4.67572  3.57287
H  9.28623  4.83670  -8.74218
H  5.01021  0.03731  6.03621
H  -4.62319  -7.32054  -5.33163
H  6.86211  3.53912  -7.97119
H  6.23318  5.62574  -12.12112
H  -2.55057  -4.51744  5.00329
H  -0.89460  9.91494  2.68092
H  3.81709  1.97817  5.02587
H  -11.20409  -4.47095  1.88518
H  -2.19704  -3.65933  -3.54564
H  2.43011  -9.56338  6.92362
H  4.89024  3.25453  4.33807
H  -1.30966  1.70895  -0.76119
H  3.59487  3.14437  -5.96309
H  -3.47873  -1.44238  -6.37051
H  -1.12808  10.68295  1.13331
H  -10.11235  -5.21240  -0.10280
H  -1.22166  -7.69354  -6.53680
H  -1.81213  11.39629  2.60900
H  2.79025  -9.29385  8.67074
H  -9.96281  -4.13482  -1.45317
H  -6.00616  6.64071  -3.42969
H  0.14972  -3.99603  5.12281
H  -2.78120  -6.14189  -4.40912
H  0.05689  -5.72650  8.69576

Cartesian forces (eV/Å) of the 3 atoms listed first:
-2.559 0.432 1.192
0.029 0.094 0.729
1.691 0.357 0.213